No. 1
{
  "formula": "C17H48N4O5",
  "method": "ωB97M-V/def2-TZVPD",
  "species": ["O", "O", "O", "O", "O", "N", "N", "N", "N", "C", "C", "C", "C", "C", "C", "C", "C", "C", "C", "C", "C", "C", "C", "C", "C", "C", "H", "H", "H", "H", "H", "H", "H", "H", "H", "H", "H", "H", "H", "H", "H", "H", "H", "H", "H", "H", "H", "H", "H", "H", "H", "H", "H", "H", "H", "H", "H", "H", "H", "H", "H", "H", "H", "H", "H", "H", "H", "H", "H", "H", "H", "H", "H", "H"],
  "xyz": [[24.517, -5.382, -14.261], [17.798, -10.472, -15.527], [21.167, -3.885, -8.831], [18.576, -3.585, -18.404], [19.742, -2.731, -13.952], [16.243, -7.122, -15.466], [16.420, -6.255, -19.667], [18.639, -4.913, -15.596], [22.466, -5.691, -12.222], [20.901, -5.567, -16.127], [17.363, -4.217, -18.738], [20.036, -4.900, -15.080], [24.534, -6.388, -13.263], [17.458, -9.157, -15.883], [24.851, -5.896, -15.531], [17.604, -5.699, -19.000], [18.761, -10.532, -14.517], [23.933, -5.834, -12.007], [24.174, -6.754, -10.814], [21.800, -2.697, -9.308], [20.517, -3.475, -14.866], [18.839, -6.010, -19.820], [16.431, -8.510, -14.982], [15.107, -9.236, -14.981], [19.644, -3.321, -12.668], [18.505, -2.179, -18.420], [25.569, -6.727, -13.127], [20.712, -6.638, -16.199], [21.083, -3.816, -7.879], [20.714, -5.116, -17.111], [14.764, -9.424, -16.002], [23.929, -7.246, -13.595], [20.591, -3.767, -12.350], [22.374, -5.322, -13.168], [18.086, -4.218, -15.099], [17.027, -9.190, -16.887], [21.194, -2.292, -10.121], [25.871, -6.303, -15.523], [18.568, -5.960, -20.878], [16.594, -4.079, -17.968], [20.391, -2.965, -15.826], [18.462, -10.007, -13.597], [23.873, -6.276, -9.881], [18.936, -11.566, -14.228], [23.592, -7.665, -10.954], [24.352, -4.839, -11.821], [17.146, -6.653, -15.442], [19.179, -7.022, -19.599], [16.771, -8.469, -13.936], [15.618, -6.260, -19.047], [18.349, -8.513, -15.932], [15.596, -6.636, -14.858], [18.681, -4.562, -16.551], [14.342, -8.656, -14.460], [19.431, -2.506, -11.976], [22.158, -4.934, -11.618], [20.005, -5.506, -14.172], [19.499, -1.797, -18.196], [19.656, -5.324, -19.617], [24.161, -6.698, -15.812], [19.710, -10.074, -14.832], [16.606, -7.224, -19.900], [21.977, -5.410, -16.007], [17.712, -6.169, -18.005], [18.186, -1.787, -19.391], [21.810, -1.928, -8.535], [16.955, -3.799, -19.676], [15.166, -10.204, -14.479], [25.236, -6.983, -10.696], [17.816, -1.807, -17.649], [24.814, -5.071, -16.238], [21.582, -3.429, -14.595], [22.805, -2.937, -9.652], [18.859, -4.077, -12.585]],
  "forces_ev_per_a": [[-0.247, 0.049, -0.073], [-0.121, -0.290, -0.072], [0.023, 0.089, -0.038], [0.148, 0.059, 0.107], [-0.213, -0.174, 0.195], [0.253, -0.773, -0.258], [0.057, 0.142, -0.132], [0.318, 0.118, 0.106], [0.614, 0.250, -0.224], [0.524, 0.039, -0.642], [-0.287, -0.004, -1.260], [-0.817, -0.157, -0.446], [0.190, -0.107, -0.438], [-0.048, 0.295, -0.285], [0.253, -0.029, 0.293], [-0.278, -0.457, 1.159], [0.440, 0.338, 0.767], [-0.610, 0.095, 0.490], [0.212, 0.311, -0.039], [-0.556, -0.079, 0.162], [-0.001, 0.073, -0.129], [-0.144, -0.030, -0.270], [-0.442, 0.921, 0.549], [-0.316, -0.392, -0.169], [0.241, 0.444, 0.234], [-0.082, 0.152, 0.320], [-0.029, -0.030, 0.188], [-0.057, 0.009, -0.003], [-0.009, -0.116, 0.012], [-0.288, -0.128, 0.098], [-0.018, 0.127, 0.034], [0.065, -0.021, 0.042], [-0.023, -0.038, -0.122], [-0.183, 0.004, 0.083], [0.079, -0.092, 0.161], [0.041, -0.069, -0.035], [0.185, -0.090, -0.159], [-0.050, -0.011, -0.055], [0.178, 0.081, -0.016], [0.094, 0.007, 0.163], [0.157, 0.046, 0.037], [-0.134, -0.015, -0.190], [-0.241, -0.033, -0.076], [-0.047, -0.103, -0.276], [0.081, -0.090, 0.105], [0.349, -0.133, -0.011], [-0.174, 0.378, 0.029], [0.011, -0.035, -0.080], [0.292, -0.267, -0.090], [0.051, -0.013, 0.098], [0.077, -0.092, 0.021], [0.078, 0.099, 0.033], [-0.061, -0.030, -0.004], [0.025, 0.065, -0.034], [-0.159, -0.085, 0.010], [-0.231, -0.188, 0.107], [0.385, 0.219, 0.169], [0.018, -0.038, -0.027], [0.008, 0.035, 0.024], [-0.029, 0.046, -0.169], [-0.052, -0.133, -0.100], [-0.061, -0.010, -0.015], [-0.074, -0.107, 0.512], [0.186, 0.088, -0.153], [-0.024, -0.133, -0.042], [0.304, -0.005, -0.011], [0.125, 0.111, 0.179], [0.149, 0.019, -0.016], [-0.038, -0.120, -0.130], [-0.009, -0.017, -0.074], [-0.107, -0.040, -0.078], [-0.042, -0.138, 0.123], [0.088, 0.206, -0.020], [0.000, -0.002, -0.154]],
  "total_charge": 0,
  "smiles": "COC[C@H](C)N.COC[C@H](C)N.COC[C@H](C)N.COC[C@H](C)N.CO",
  "max_force_ev_per_a": 1.3,
  "multiplicity": 1,
  "total_energy_ev": -34603.0238
}

---

No. 2
{
  "formula": "CH6P2",
  "method": "ωB97M-V/def2-TZVPD",
  "species": ["P", "P", "C", "H", "H", "H", "H", "H", "H"],
  "xyz": [[-1.372, 0.558, 0.315], [0.654, 1.181, 0.155], [-0.783, -1.159, -0.054], [0.875, 2.485, -0.296], [-1.502, -1.867, 0.424], [1.026, 0.349, -0.880], [1.821, 1.209, 0.925], [-0.919, -1.483, -1.070], [0.200, -1.272, 0.481]],
  "forces_ev_per_a": [[-3.839, -1.035, -0.806], [2.248, 1.146, 0.877], [-1.050, -0.560, 2.187], [-0.547, 0.096, -0.239], [0.453, 0.596, 0.181], [0.462, -0.068, -0.424], [1.876, -0.062, 0.081], [0.889, 0.296, -0.772], [-0.492, -0.409, -1.086]],
  "total_charge": 0,
  "max_force_ev_per_a": 4.1,
  "multiplicity": 3,
  "total_energy_ev": -19706.8911
}

---

No. 3
{
  "formula": "C7H17Br2ClN4O5",
  "method": "ωB97M-V/def2-TZVPD",
  "species": ["Br", "Br", "Cl", "O", "O", "O", "O", "O", "N", "N", "N", "N", "C", "C", "C", "C", "C", "C", "C", "H", "H", "H", "H", "H", "H", "H", "H", "H", "H", "H", "H", "H", "H", "H", "H", "H"],
  "xyz": [[2.205, 0.548, -2.196], [2.443, -2.676, -1.421], [-0.897, -1.600, 3.085], [0.181, -0.890, 2.397], [-2.151, -1.484, -0.330], [-0.828, -1.318, 4.491], [-0.772, -3.007, 2.841], [-2.153, -1.111, 2.545], [-1.609, 1.121, -2.937], [1.277, 3.051, -0.262], [-0.753, 1.935, -0.115], [1.099, 0.733, 0.425], [0.540, 1.926, -0.040], [2.013, -1.437, 0.002], [-1.553, 0.738, 0.192], [-1.540, -0.333, -0.890], [-2.279, 0.067, -2.159], [2.192, 0.079, -0.312], [2.799, -1.780, 1.275], [-3.032, -1.266, -0.018], [-2.033, 2.023, -2.810], [1.455, 0.946, 1.355], [-2.316, -0.828, -2.772], [-0.540, -0.657, -1.163], [2.217, -2.416, 1.928], [-1.216, 2.805, -0.324], [-1.552, 0.896, -3.914], [-1.254, 0.335, 1.144], [0.961, -1.577, 0.224], [3.039, -0.865, 1.811], [-3.295, 0.393, -1.928], [2.221, 2.834, -0.551], [3.158, 0.391, 0.069], [3.717, -2.286, 0.995], [-2.591, 1.050, 0.310], [0.846, 3.660, -0.947]],
  "forces_ev_per_a": [[-0.158, 0.090, 0.070], [0.048, 0.034, -0.038], [-0.417, 0.033, 0.210], [0.069, 0.038, 0.063], [0.343, 0.065, -0.592], [0.057, 0.012, -0.105], [0.120, 0.029, -0.080], [0.054, -0.009, 0.223], [0.421, -0.167, 0.585], [-0.434, -0.631, -0.637], [0.104, -0.017, 0.122], [0.766, 1.132, -0.287], [0.230, -0.047, 0.146], [-0.159, 0.191, 0.449], [-0.451, 0.124, -0.126], [-0.543, -0.448, 0.171], [0.298, 0.441, -0.542], [0.093, -0.783, -0.110], [0.028, -0.069, -0.491], [-0.128, -0.020, 0.296], [-0.181, 0.089, -0.238], [-0.416, -0.498, 0.367], [-0.232, -0.145, -0.030], [0.208, 0.209, 0.054], [-0.100, -0.065, 0.044], [-0.097, 0.044, -0.130], [-0.080, 0.098, -0.163], [0.273, -0.248, 0.181], [-0.116, -0.067, -0.210], [0.035, 0.022, 0.265], [-0.214, -0.317, 0.195], [0.132, 0.060, 0.192], [0.174, 0.121, -0.160], [0.252, 0.055, 0.131], [-0.042, 0.314, 0.015], [0.059, 0.332, 0.157]],
  "total_charge": 0,
  "max_force_ev_per_a": 1.4,
  "multiplicity": 1,
  "total_energy_ev": -176331.4002
}